# 1
A cluster of 3 separate species, C23H35ClO5 in total at a distorted geometry. Source: the OMol25 dataset; level of theory: ωB97M-V/def2-TZVPD.

XYZ file:
```
64
Properties=species:S:1:pos:R:3:forces:R:3:lowdin_charge:R:1
C 2.86616 1.13024 0.09529 -0.4422 0.1228 -0.1499 -0.13
C 1.79884 0.06730 0.28421 0.5560 0.0597 -0.5017 -0.68
Cl 0.31207 0.66907 -0.53010 -0.2610 -0.1167 0.3142 0.67
C 2.22837 -1.24762 -0.38189 -0.1844 0.0374 -0.0424 -0.16
C 1.73396 -2.47081 0.28742 -0.1667 -0.7179 0.2979 -0.07
C 0.70423 -3.27579 0.00840 -0.0193 0.7259 -0.4009 -0.07
C -0.31157 -3.15538 -1.07529 -0.1881 -0.6519 0.2218 -0.09
C -1.75482 -3.18162 -0.52478 0.2003 -0.0518 0.2298 -0.13
C -2.25614 -1.84831 -0.06325 -0.3156 0.5049 0.1744 -0.25
C -2.80199 -0.92118 -0.95591 0.1132 -0.1831 0.3183 -0.06
C -3.25566 0.31153 -0.51257 -0.0862 0.3151 0.1997 -0.09
C -3.18378 0.66794 0.83552 0.2673 -0.9089 -0.3499 -0.09
C -2.66722 -0.26363 1.73260 -0.1359 0.3960 -0.2700 -0.09
C -2.20754 -1.49892 1.28668 0.0201 0.2042 0.0348 -0.05
C 0.73349 -4.39297 1.00007 0.9683 0.6010 -0.7917 -0.37
O -0.09690 -5.14697 1.34578 -0.6415 -0.9606 0.1855 0.20
O 2.02455 -4.38748 1.54689 -0.4942 -0.1427 1.2930 0.14
C 2.38505 -3.06473 1.50215 -0.1303 0.7109 -1.1099 -0.40
O 3.01201 -2.48855 2.32370 0.7735 -0.1297 0.4757 0.19
H 3.84607 0.77479 0.39889 0.0879 0.0470 0.2028 0.08
H 2.56889 2.03286 0.61985 0.1984 0.0998 0.2096 0.07
H 2.89685 1.39127 -0.95919 0.2133 -0.0399 -0.1693 0.08
H 1.57453 -0.08958 1.33259 -0.1819 0.0256 0.1066 0.11
H 3.31516 -1.27474 -0.43362 0.1430 -0.0513 0.1730 0.12
H 1.87404 -1.26400 -1.40781 -0.0037 0.1399 -0.1684 0.11
H -0.18594 -4.03786 -1.70556 -0.0120 -0.0699 -0.1372 0.13
H -0.11203 -2.28733 -1.69459 -0.0600 0.2148 0.0085 0.11
H -2.41593 -3.63980 -1.25539 -0.1082 0.1904 -0.2139 0.12
H -1.76089 -3.84674 0.33250 -0.0730 -0.2145 0.0202 0.10
H -2.86895 -1.19231 -2.00061 -0.0459 0.0821 -0.1372 0.11
H -3.68688 1.02431 -1.20096 -0.0058 -0.0243 -0.1685 0.10
H -3.52625 1.63458 1.16202 -0.0763 0.1308 0.0681 0.09
H -2.63847 -0.00481 2.78109 0.1200 -0.1239 0.1301 0.10
H -1.80449 -2.18166 2.02463 0.0081 -0.1945 -0.0773 0.11
C -8.26195 4.34787 -0.72185 0.0645 0.0348 0.1067 -0.08
C -7.53132 3.03437 -0.94447 -0.1315 -0.0020 -0.0299 -0.28
O -6.34546 2.89701 -0.18408 0.2133 -0.0185 -0.0623 -0.17
C -6.49471 2.94633 1.22303 -0.0904 0.0079 0.1072 -0.28
C -7.39688 1.86232 1.78730 -0.0417 -0.0536 -0.1062 -0.08
H -7.60654 5.19088 -0.94454 -0.0056 0.0002 -0.0281 0.08
H -9.13711 4.40427 -1.36979 0.0122 -0.0065 -0.0256 0.08
H -8.60421 4.45698 0.30804 -0.0589 -0.0357 -0.0161 0.07
H -7.21691 2.96847 -1.98619 0.0813 -0.0232 0.0214 0.12
H -8.20105 2.18562 -0.76582 -0.0270 0.0236 0.0395 0.11
H -6.83635 3.93904 1.53763 -0.0566 -0.0155 -0.0022 0.11
H -5.49095 2.82108 1.62874 0.0434 0.0211 -0.0849 0.10
H -8.42006 1.94712 1.41927 -0.0188 0.0493 0.0563 0.07
H -7.42762 1.92900 2.87531 0.0228 0.0039 0.0034 0.08
H -7.02427 0.87554 1.50832 0.0256 0.0027 0.0205 0.08
C 7.50843 -1.65912 -0.22114 -0.0169 0.0973 0.0773 -0.08
C 7.08925 -0.83305 -1.42570 0.0991 -0.1039 0.0070 -0.28
O 6.54100 0.43035 -1.09653 -0.2297 0.0394 -0.0425 -0.17
C 7.38584 1.31402 -0.38088 0.1047 0.0336 0.0873 -0.28
C 8.66949 1.67075 -1.11042 -0.0137 -0.0794 -0.0981 -0.08
H 6.66259 -1.81168 0.45119 -0.0066 -0.0233 -0.0072 0.08
H 7.87773 -2.63270 -0.54446 -0.0218 -0.0095 -0.0159 0.08
H 8.30210 -1.17654 0.35031 0.0466 -0.0290 -0.0400 0.07
H 6.30196 -1.35888 -1.96707 -0.0470 0.0751 -0.0149 0.12
H 7.92515 -0.71732 -2.12449 0.0347 0.0025 0.0350 0.11
H 7.60644 0.91000 0.61360 0.0463 -0.0252 -0.0170 0.11
H 6.79560 2.21745 -0.22591 -0.0753 -0.0375 -0.0325 0.12
H 9.30038 0.79787 -1.28214 0.0308 0.0075 0.0680 0.07
H 9.24554 2.38753 -0.52465 -0.0172 0.0142 0.0080 0.08
H 8.44506 2.11435 -2.08138 -0.0039 0.0230 0.0099 0.08
```
Forces are in eV/Å.

Output
LUMO: -0.2 eV
calculated total energy: -1733.766644 a.u.
molar mass: 426.981 Da
Kohn-Sham gap: 0.32282 Eh
SMILES: C[C@@H](Cl)CC1=C(CCc2ccccc2)C(=O)OC1=O.CCOCC.CCOCC



# 2
A cluster of 2 separate species, C4H5NO in total at a distorted geometry. Source: the OMol25 dataset; level of theory: ωB97M-V/def2-TZVPD.

XYZ file:
```
11
Properties=species:S:1:pos:R:3:forces:R:3:lowdin_charge:R:1
O -1.13978 -1.78311 1.84450 -0.7411 -0.0625 -0.9474 0.01
C -1.83655 -1.82293 0.94963 0.6976 0.0194 0.9576 0.01
C 1.15948 0.29690 1.03529 -0.2081 0.2842 -0.1045 -0.06
N 0.32294 1.13955 0.58560 0.3773 -0.3896 0.1159 -0.02
C 0.00585 0.30292 -1.67127 0.0487 -0.0023 -0.0663 0.00
C -0.46546 0.77073 -0.51836 -0.1433 -0.0178 -0.0664 -0.30
H 1.81339 0.58440 1.85867 -0.0915 -0.0115 -0.0978 0.07
H 1.25450 -0.72076 0.63552 -0.0401 0.1325 0.0137 0.08
H 1.07300 0.16478 -1.83411 -0.1770 0.0421 0.0648 0.06
H -0.65939 0.09301 -2.50384 0.0834 0.0403 0.1859 0.05
H -1.52800 0.97452 -0.38165 0.1942 -0.0349 -0.0554 0.10
```
Forces are in eV/Å.

Output
LUMO: 0.9 eV
calculated total energy: -285.349811 a.u.
molar mass: 83.090 Da
relative energy (zero: lowest compared OMol25 entry of this formula, charge and spin): 170.06 kJ/mol
Kohn-Sham gap: 0.37692 Eh



# 3
A structure of composition C16H25ClN2ORe at a distorted geometry. Source: the OMol25 dataset; level of theory: ωB97M-V/def2-TZVPD.

XYZ file:
```
46
Properties=species:S:1:pos:R:3:forces:R:3:lowdin_charge:R:1
C 0.03138 0.67958 -4.95205 0.0782 0.2628 -1.5921 -0.91
C 1.39828 1.24708 -5.32313 0.1081 -0.0260 0.4500 -0.11
C -0.17447 -0.62418 -5.71790 -0.0450 -0.1817 0.4170 -0.11
C -1.03048 1.68189 -5.39496 -0.1276 0.0091 0.4355 -0.11
Cl -0.08821 0.37251 -3.13459 0.0160 0.0287 -0.0651 0.61
H -0.10792 -0.38868 -6.78911 -0.0359 -0.1595 0.3072 0.10
H -1.14941 -1.06495 -5.50751 -0.0334 0.0623 -0.0796 0.08
H 0.58861 -1.36170 -5.46572 0.0407 0.0509 -0.0732 0.08
H 1.39632 1.39326 -6.41265 0.0991 -0.0130 0.3459 0.10
H 2.20951 0.56918 -5.05648 -0.0298 -0.0525 -0.0769 0.08
H 1.58634 2.20541 -4.83718 -0.0595 0.0126 -0.0661 0.08
H -0.92361 1.80489 -6.48186 -0.1133 0.0261 0.3357 0.10
H -0.89544 2.65101 -4.91224 0.0548 -0.0115 -0.0726 0.08
H -2.03876 1.33269 -5.17153 0.0044 -0.0588 -0.0882 0.08
C 1.62831 -1.52342 1.97604 0.8381 0.0239 -0.1870 -0.11
C 0.77073 -2.30150 1.13475 0.5263 0.1984 -0.2422 -0.13
C 0.66037 -1.61179 -0.12842 1.5607 -0.5683 -0.5529 -0.21
H 0.35497 -3.28009 1.38409 0.0624 0.4251 -0.1594 0.15
C 1.43743 -0.39674 -0.04301 0.4646 -0.6500 0.0203 -0.15
C 2.01558 -0.33911 1.26752 0.2805 -0.6830 0.1769 -0.10
H 2.66926 0.45132 1.64730 -0.3699 -0.3367 -0.1668 0.14
H 1.97462 -1.81379 2.97209 -0.3315 0.2418 -0.3988 0.14
H 0.21684 -2.00663 -1.03364 -0.0160 0.1566 0.1451 0.13
H 1.63627 0.30820 -0.85296 -0.3593 -0.2160 0.2418 0.11
C -1.96988 1.06793 1.43223 -1.1491 -0.0836 0.0768 -0.13
C -2.31530 -0.13360 2.16855 -1.3560 0.5362 -0.4217 -0.16
C -2.35555 -1.23159 1.23150 -0.9467 0.4932 0.2847 -0.12
H -2.52177 -0.18862 3.23190 -0.1064 0.1926 -0.3609 0.12
C -1.99916 -0.72379 -0.05856 -1.4544 0.5578 -0.5052 -0.16
C -1.77297 0.69223 0.05419 -1.4865 0.3072 0.4569 -0.15
H -1.57198 1.37757 -0.75708 0.3168 -0.1525 -0.0739 0.12
H -1.83652 2.05656 1.86361 -0.0950 -0.1986 -0.1282 0.15
H -2.65508 -2.25576 1.46070 0.3507 0.3065 -0.0946 0.15
H -2.03126 -1.26287 -0.99552 0.2467 -0.0288 0.1207 0.14
Re -0.36746 -0.36267 1.28441 2.6991 -0.6787 0.5242 1.67
C 1.96702 1.30719 5.23157 0.4043 0.2934 0.2402 -0.02
N 0.87775 0.37541 5.48606 -0.2187 -0.2536 -0.6844 0.05
C 0.06169 -0.11152 4.53741 0.2309 0.4153 1.2089 -0.53
N -0.88182 -0.97195 4.99623 0.3128 0.1703 -0.3927 0.20
O 0.17686 0.26252 3.33316 -0.0600 -0.1166 0.8706 -0.15
H 1.99500 1.59732 4.17750 -0.1614 -0.1393 0.2964 0.08
H 2.92555 0.84854 5.50240 -0.2162 0.0888 -0.0903 0.10
H 1.83003 2.20364 5.84661 0.0389 -0.1578 -0.2090 0.10
H 0.74451 0.04071 6.43132 0.1225 0.1837 -0.1219 0.16
H -1.55524 -1.40127 4.38995 0.1311 -0.1063 0.1420 0.10
H -0.91090 -1.17042 5.98501 -0.2157 -0.1704 -0.1933 0.13
```
Forces are in eV/Å.

Output
LUMO (spin up / spin down): -6.1 / -9.5 eV
calculated total energy: -1347.267214 a.u.
molar mass: 483.049 Da
relative energy (zero: lowest compared OMol25 entry of this formula, charge and spin): 0.00 kJ/mol
Kohn-Sham gap (spin up / spin down): 0.29978 / 0.22413 Eh
spin multiplicity: 4
charge: +2



# 4
A cluster of 8 separate species, C6H31N2O7 in total at a distorted geometry. Source: the OMol25 dataset; level of theory: ωB97M-V/def2-TZVPD.

XYZ file:
```
46
Properties=species:S:1:pos:R:3:forces:R:3:lowdin_charge:R:1
N -0.19693 -1.37417 -2.04575 1.4120 -0.3564 -0.5930 0.17
C -0.93515 -1.58273 -0.75497 -0.5787 0.6511 -1.1856 -0.12
C -1.15626 -0.22477 -0.08579 -0.6601 -0.2798 0.5842 -0.16
N -1.37688 -0.52895 1.31531 -1.2275 0.0935 0.7651 -0.19
C -2.57782 0.00254 1.92785 -0.5464 1.5123 0.3913 -0.08
C 0.58654 0.61071 2.22072 -1.2338 0.7834 1.5509 -0.04
C -0.32020 -0.62407 2.34325 2.5439 1.0371 -2.1079 -0.36
C 0.64675 -1.76754 2.10813 -2.2328 -3.9323 1.5478 -0.07
H 0.35974 -0.49668 -2.10891 -1.2071 0.4210 -0.2370 0.11
H 0.66740 -1.96999 -2.14486 -0.7603 -0.5907 0.2566 0.13
H -0.80480 -1.45003 -2.86221 0.2342 0.2547 0.1424 0.14
H -0.40538 -2.30531 -0.18049 0.6602 -0.0003 0.6321 0.08
H -1.89995 -2.07230 -0.94945 0.3403 0.4032 -0.2458 0.13
H -0.38553 0.51012 -0.34523 0.5330 -0.2363 0.2827 0.09
H -2.04125 0.31047 -0.52413 0.4235 -0.8825 0.5162 0.14
H -2.69810 -0.58433 2.84972 -0.7187 0.4868 -0.3737 0.10
H -2.57790 1.10605 2.12928 0.8076 -0.6042 0.6790 0.08
H -3.47342 0.09514 1.30626 0.0516 -1.4212 -0.3180 0.09
H -0.08784 1.45297 2.43369 1.1973 -0.3259 0.9970 0.07
H 1.41402 0.56967 2.92293 -0.0556 0.2303 0.1900 0.11
H 0.99409 0.85596 1.27176 0.2723 -0.4083 -0.7785 0.03
H -0.69508 -0.54591 3.36816 -0.4165 -0.6159 -0.4628 0.15
H 1.07585 -1.78719 1.12619 0.7190 0.3990 -0.2178 0.03
H 0.11532 -2.80053 2.20893 0.1699 1.5369 -0.6524 0.12
H 1.31766 -2.00229 2.93697 0.6595 1.0868 -0.2956 0.09
H -3.92402 -1.42728 -2.38828 0.1308 0.4749 0.0479 0.07
H -3.02898 -1.34486 -3.57603 -0.0938 0.2773 -0.2626 0.05
O -3.23775 -0.85358 -2.77212 -0.0963 -0.8061 0.0481 -0.05
H 1.86919 1.05383 -2.45162 -0.6173 0.6643 -1.1035 0.01
H 1.22898 1.56632 -3.86007 0.2799 0.2401 0.1486 0.05
O 1.28196 0.85602 -3.22149 0.0565 -1.1294 0.3400 -0.08
H 2.77570 -2.22140 -0.74455 -0.2251 0.1264 -1.0005 0.02
H 1.69954 -3.25868 -0.70205 0.0422 -0.3741 -0.3908 0.05
O 2.16441 -2.71908 -1.35912 -0.1434 0.0198 1.1511 -0.07
H -0.01472 4.77085 0.58884 -0.0429 0.0008 0.0013 0.05
H -0.08816 4.56020 -0.94976 0.0750 0.3232 0.1091 0.06
O 0.40069 4.32237 -0.15473 0.4384 -0.0885 -0.6401 -0.06
H 4.48921 -0.85678 -0.08937 0.0278 0.6991 -0.1817 0.08
H 3.11016 -0.03665 -0.40180 1.0044 0.4481 -0.2017 0.02
O 3.53072 -0.85205 -0.11673 -0.5424 -0.9051 0.5210 -0.02
H 1.99889 2.45826 -0.53792 -0.4290 -0.4489 0.4977 0.09
H 1.51676 0.92668 -0.22117 -0.2251 0.6904 0.6386 0.00
O 1.85350 1.55243 -0.86000 0.9307 0.0362 -0.4654 -0.05
H -1.14128 3.03103 0.40824 0.1391 0.0568 -0.1519 0.02
H -0.82176 2.10541 1.58009 -0.5579 0.8788 -0.5337 -0.03
O -1.20791 2.97017 1.36231 -0.5384 -0.4264 0.3611 -0.06
```
Forces are in eV/Å.

Output
LUMO: -2.6 eV
calculated total energy: -883.086731 a.u.
molar mass: 243.321 Da
relative energy (zero: lowest compared OMol25 entry of this formula, charge and spin): 325.24 kJ/mol
Kohn-Sham gap: 0.32324 Eh
charge: +1



# 5
An isolated molecule of C5H6O. Source: the OMol25 dataset; level of theory: ωB97M-V/def2-TZVPD.

XYZ file:
```
12
Properties=species:S:1:pos:R:3:forces:R:3:lowdin_charge:R:1
O -0.26298 1.22655 -0.94467 -0.0994 0.2980 0.0045 0.01
C -0.04809 0.10690 -0.12242 0.0311 -0.1489 0.0480 -0.55
C -0.97062 -1.02548 -0.43041 -0.0055 -0.1432 -0.1372 -0.06
C -1.17538 -0.21487 0.82168 -0.0752 0.0380 0.1805 -0.06
C 1.37218 -0.00185 0.15341 0.4420 0.3315 -0.1529 -0.04
C 2.53371 0.31882 0.10405 -0.4274 -0.1339 -0.0075 0.13
H 0.21655 1.95194 -0.52064 -0.1756 -0.0066 -0.2119 0.11
H -1.62271 -0.83537 -1.27690 0.0301 -0.0726 0.1599 0.11
H -0.61635 -2.04594 -0.32948 0.0410 0.2015 -0.0195 0.11
H -1.97089 0.52383 0.80628 0.1051 -0.1418 0.0502 0.11
H -0.98274 -0.67974 1.78299 0.0950 0.0655 -0.1656 0.11
H 3.52733 0.67522 -0.04389 0.0390 -0.2875 0.2514 0.03
```
Forces are in eV/Å.

Output
LUMO: 1.0 eV
calculated total energy: -269.243267 a.u.
molar mass: 82.102 Da
relative energy (zero: lowest compared OMol25 entry of this formula, charge and spin): 270.36 kJ/mol
Kohn-Sham gap: 0.38548 Eh
SMILES: C#CC1(O)CC1



# 6
An isolated molecule of C4H6O at a distorted geometry. Source: the OMol25 dataset; level of theory: ωB97M-V/def2-TZVPD.

XYZ file:
```
11
Properties=species:S:1:pos:R:3:forces:R:3:lowdin_charge:R:1
C 0.37422 -0.93258 0.31837 -0.0765 -0.0805 -0.1205 -0.15
C -0.20227 -0.43361 -1.02047 1.7186 0.5786 -1.0182 -0.01
C 0.15257 1.24358 -0.27984 -2.6055 -1.3723 -0.2521 -0.04
O -1.14765 0.84810 0.28792 -1.0402 1.8171 2.7847 -0.15
C 0.06617 0.41341 0.91044 -0.4377 -0.5422 0.7543 -0.33
H 1.43932 -1.16802 0.23063 -0.1325 0.1576 0.2398 0.11
H -0.16034 -1.75583 0.80579 0.0363 -0.0236 -0.3506 0.11
H 0.34854 -0.44306 -1.92656 0.9079 -1.0162 -0.6519 0.06
H -1.23743 -0.84679 -1.18444 0.8131 1.6564 0.0719 0.12
H 0.28512 2.35044 -0.08722 0.2449 -1.1807 -1.5354 0.13
H 0.08175 0.72435 1.94538 0.5716 0.0056 0.0780 0.14
```
Forces are in eV/Å.

Output
LUMO: 1.0 eV
calculated total energy: -231.056173 a.u.
molar mass: 70.091 Da
relative energy (zero: lowest compared OMol25 entry of this formula, charge and spin): 439.89 kJ/mol
Kohn-Sham gap: 0.35287 Eh
SMILES: C1C[C@H]2O[C@@H]12